Below is a 6-piece molecular cluster, C49H50BF7N7O16 overall in a non-equilibrium geometry, with properties calculated with wB97M-V/def2-TZVPD.

Geometry (Å):
C: 5.217 -1.790 2.675
C: 6.321 -0.628 2.670
O: 7.006 -0.500 3.726
O: 6.597 0.221 1.558
C: 5.350 0.826 1.048
C: 5.715 1.693 -0.249
C: 5.109 3.179 -0.267
C: 3.562 3.287 0.134
C: 2.562 2.533 -0.912
C: 1.430 1.845 -0.019
N: 1.539 0.408 0.154
C: 0.638 -0.406 0.926
C: -0.558 0.218 1.675
C: -1.529 -0.736 2.501
C: -2.700 -1.179 1.457
C: -2.282 -2.406 0.516
O: -1.655 -1.861 -0.676
C: -0.714 1.779 1.550
C: -1.903 2.473 2.342
O: -3.042 1.945 2.258
O: -1.815 3.674 3.114
C: -0.850 3.587 4.160
F: 0.497 3.537 3.736
F: -0.980 4.801 4.911
C: -1.072 2.391 5.204
F: -0.291 2.733 6.360
F: -0.498 1.158 4.739
C: -2.580 2.209 5.731
F: -3.186 1.010 5.245
F: -3.412 3.321 5.530
F: -2.503 2.027 7.149
C: 0.258 2.624 0.683
B: 0.191 4.228 0.425
N: -0.003 5.287 1.456
O: 0.289 4.686 -0.963
H: 4.271 -1.357 3.162
H: 5.620 -2.691 3.268
H: 5.017 -2.069 1.586
H: 4.914 1.423 1.919
H: 4.660 -0.024 0.702
H: 5.454 1.146 -1.235
H: 6.869 1.781 -0.264
H: 5.709 3.805 0.498
H: 5.344 3.629 -1.294
H: 3.257 4.391 0.154
H: 3.434 2.893 1.215
H: 2.168 3.218 -1.731
H: 3.188 1.720 -1.413
H: 2.328 -0.090 -0.307
H: 0.811 -1.528 1.011
H: -2.066 -0.134 3.318
H: -1.000 -1.657 2.957
H: -3.578 -1.543 2.105
H: -3.073 -0.288 0.854
H: -3.249 -2.937 0.198
H: -1.638 -3.141 1.106
H: -1.965 -2.363 -1.466
H: 0.400 6.189 1.122
H: -1.027 5.491 1.482
H: -0.127 3.944 -1.468
C: -1.706 -7.949 -4.131
C: -2.916 -7.598 -3.539
C: -2.941 -6.672 -2.502
C: -1.746 -6.099 -2.067
C: -0.530 -6.452 -2.651
C: -0.515 -7.382 -3.686
N: -1.771 -5.105 -0.992
O: -2.858 -4.837 -0.490
O: -0.707 -4.598 -0.659
H: -1.691 -8.668 -4.944
H: -3.840 -8.045 -3.888
H: -3.890 -6.407 -2.049
H: 0.404 -6.016 -2.316
H: 0.425 -7.662 -4.149
C: -8.540 2.184 1.264
C: -9.011 1.530 0.130
C: -8.154 0.735 -0.623
C: -6.824 0.599 -0.227
C: -6.344 1.258 0.903
C: -7.208 2.052 1.648
N: -5.924 -0.257 -1.002
O: -6.373 -0.805 -1.998
O: -4.770 -0.380 -0.605
H: -9.214 2.799 1.852
H: -10.049 1.637 -0.166
H: -8.534 0.230 -1.504
H: -5.310 1.161 1.216
H: -6.846 2.567 2.532
C: 0.587 -2.986 -3.467
C: 1.259 -2.972 -4.687
C: 1.894 -1.812 -5.119
C: 1.853 -0.672 -4.318
C: 1.175 -0.678 -3.101
C: 0.541 -1.841 -2.677
N: 2.541 0.546 -4.754
O: 3.109 0.524 -5.833
O: 2.510 1.517 -4.006
H: 0.097 -3.894 -3.130
H: 1.290 -3.867 -5.299
H: 2.414 -1.814 -6.071
H: 1.135 0.207 -2.475
H: 0.013 -1.853 -1.726
C: 9.693 -1.957 4.972
C: 10.367 -3.002 5.598
C: 11.363 -3.695 4.918
C: 11.679 -3.329 3.610
C: 11.002 -2.289 2.976
C: 10.006 -1.604 3.663
N: 12.744 -4.040 2.899
O: 13.303 -4.959 3.480
O: 13.016 -3.671 1.765
H: 8.920 -1.415 5.508
H: 10.117 -3.274 6.618
H: 11.881 -4.507 5.417
H: 11.239 -2.002 1.957
H: 9.475 -0.791 3.179
C: -7.432 4.912 -6.167
C: -8.791 4.624 -6.076
C: -9.328 4.177 -4.873
C: -8.495 4.027 -3.766
C: -7.133 4.307 -3.853
C: -6.604 4.750 -5.061
N: -9.062 3.581 -2.491
O: -10.258 3.326 -2.456
O: -8.308 3.491 -1.531
H: -7.017 5.266 -7.106
H: -9.431 4.750 -6.942
H: -10.388 3.956 -4.815
H: -6.477 4.188 -2.998
H: -5.545 4.974 -5.139

Atoms 1-3, force components in eV/Å:
C 0.377 0.900 -0.942
C 2.303 -0.067 3.830
O -2.488 -0.195 -4.515

Values from the calculation:
**Net charge**: +1
**Calculated total energy**: -4207.38611 a.u.
**Max |F|**: 5.35 eV/Å